{
  "formula": "C7H11N",
  "method": "ωB97M-V with the def2-TZVPD basis set",
  "molar_mass_g_mol": 109.2,
  "lumo_energy_ha": [0.0215, 0.0215],
  "relative_energy_ev": 4.886,
  "multiplicity": 1,
  "symbols": ["C", "C", "C", "C", "C", "C", "C", "N", "H", "H", "H", "H", "H", "H", "H", "H", "H", "H", "H"],
  "positions_angstrom": [[-0.2343, 0.9847, -1.8661], [0.9144, 0.6604, -1.2367], [-1.4598, 0.5515, -1.2670], [0.9376, 0.0055, 0.1197], [-0.4586, -0.2540, 0.7179], [1.7924, 0.6490, 1.1242], [-0.8863, -1.6855, 0.8919], [-2.6474, 0.3440, -1.4440], [-0.1186, 1.6218, -2.6429], [1.8421, 1.0221, -1.6017], [1.3437, -0.9324, -0.1801], [-0.9766, 0.5967, 1.2557], [1.3393, 1.6607, 1.3590], [2.6639, 0.9313, 0.6978], [2.1532, -0.0675, 1.9174], [-0.1461, -2.3398, 0.5884], [-1.8273, -2.0671, 0.3585], [-0.9608, -1.7923, 1.9166], [-3.2707, 0.1110, -0.7084]],
  "forces_ev_per_a": [[1.14, -1.76, 2.36], [-1.86, 1.15, 0.99], [1.36, -1.77, 3.85], [-2.35, -0.75, -0.13], [-1.46, 1.92, -4.21], [-0.69, 0.75, 1.66], [-2.02, 1.40, -1.30], [-0.25, 1.07, -2.19], [-0.34, 1.68, -2.84], [0.86, 0.10, -0.57], [0.51, -1.37, 0.32], [1.04, -1.33, -0.12], [0.30, -1.40, 0.82], [3.23, 0.94, -1.63], [-1.16, 1.12, -0.20], [1.74, -1.26, -0.79], [0.89, 0.95, 0.82], [-0.75, -0.89, 2.29], [-0.19, -0.55, 0.89]]
}